A 2-piece molecular cluster, C6H12O overall, computed with ωB97M-V with the def2-TZVPD basis set.

```
! RIJCOSX wB97M-V def2-TZVPD def2/J DEFGRID3
* xyz 0 1
C -1.41626 -1.31231 0.60981
C -0.66455 -1.78833 1.60583
C 0.47777 -2.19432 0.69877
C -0.39658 -1.62915 -0.46424
H -2.40129 -0.85294 0.56747
H -0.80459 -1.86460 2.68139
H 1.42271 -1.66126 0.85344
H 0.67879 -3.27024 0.64321
H -0.70477 -2.36682 -1.21390
H 0.04552 -0.75873 -0.96035
C 0.11339 1.80877 0.54048
O 1.02228 1.40382 -0.45171
C 0.78783 2.06083 -1.66940
H 0.33817 1.23891 1.44481
H -0.92661 1.59746 0.24395
H 0.20560 2.88639 0.75184
H 1.52301 1.69219 -2.38877
H -0.22452 1.85179 -2.05213
H 0.89963 3.15229 -1.56770
*
```

Output
SMILES: C1=CCC1.COC
HOMO-LUMO gap: 10.332 eV
HOMO: -9.246 eV